1.
Entry from the Open Molecules 2025 dataset: an isolated ion of composition C3H3N4O and charge +1 (ωB97M-V/def2-TZVPD).

Cartesian coordinates (Å):
O -4.793 0.609 0.110
N 0.082 2.159 -0.032
N -1.903 -1.463 -0.128
N -3.803 -0.004 -0.008
N -0.625 -1.344 -0.141
C 0.061 0.984 -0.164
C -2.705 -0.480 -0.038
C 0.269 -0.301 -0.055
H 1.175 -0.693 0.503
H 0.380 2.805 -0.717
H -0.187 -2.188 0.068

Properties
Structure (SMILES) = N=C=CNN=C=[N+]=O
Total charge = +1
ΔE to the lowest compared entry with this formula, charge and spin = 334.0 kJ/mol
HOMO level (alpha / beta) = -14.06 / -13.99 eV

natural (NBO) atomic charge list, values in e, 4 entries: -0.156, -0.444, -0.115, 0.286

2.
Entry from the Open Molecules 2025 dataset: the molecule C3H3N5 (ωB97M-V/def2-TZVPD).

Cartesian coordinates (Å):
N 1.468 0.538 -0.823
N -2.013 -0.218 -0.853
N -0.340 1.075 0.358
N 1.337 -0.759 -1.026
N 1.012 -1.498 0.167
C -0.944 -0.181 -0.105
C 0.964 1.209 0.280
C -0.155 -1.273 0.487
H -2.272 0.759 -0.916
H 1.282 2.083 0.789
H -0.339 -1.736 1.641

Properties
Structure (SMILES) = [H]/N=c1/cnnncn1
Total charge = 0
ΔE to the lowest compared entry with this formula, charge and spin = 408.6 kJ/mol
HOMO level = -10.00 eV

natural (NBO) atomic charge list, values in e, 4 entries: -0.183, -0.546, -0.436, 0.049

3.
Entry from the Open Molecules 2025 dataset: the molecule C3H3N5 (ωB97M-V/def2-TZVPD).

Cartesian coordinates (Å):
N -0.665 -1.564 -0.753
N 1.464 1.323 -0.178
N 0.338 1.489 0.656
N -1.552 -1.438 0.265
N -1.218 -0.408 1.095
C -0.342 0.293 0.410
C 0.149 -0.403 -0.637
C 1.309 0.185 -0.963
H 1.749 2.174 -0.429
H 0.909 1.271 1.684
H 2.074 0.297 -1.714

Properties
Structure (SMILES) = c1[nH][nH]c2nnnc1-2
Total charge = 0
ΔE to the lowest compared entry with this formula, charge and spin = 356.6 kJ/mol
HOMO level = -9.56 eV

natural (NBO) atomic charge list, values in e, 4 entries: -0.253, -0.371, -0.376, 0.005

4.
Entry from the Open Molecules 2025 dataset: the molecule C3H3N5 (ωB97M-V/def2-TZVPD).

Cartesian coordinates (Å):
N -0.929 -0.220 -1.222
N 0.288 -0.466 -1.515
N 1.323 -0.470 0.650
N -0.988 -0.446 1.083
N -1.329 1.735 0.102
C 0.179 -0.939 1.277
C 1.340 -0.175 -0.590
C -1.107 0.501 0.051
H 2.271 0.030 -1.072
H 0.184 -1.663 2.080
H -1.232 2.113 -0.844

Properties
Structure (SMILES) = [H]/N=c1/ncncnn1
Total charge = 0
ΔE to the lowest compared entry with this formula, charge and spin = 191.6 kJ/mol
HOMO level = -9.63 eV

natural (NBO) atomic charge list, values in e, 4 entries: -0.101, -0.162, -0.436, -0.423

no.,F_max (eV Å⁻¹)
1,3.32
2,5.87
3,5.70
4,2.29